No. 1
# C60H46BGaO2P3Si

A structure of composition C60H46BGaO2P3Si at a distorted geometry (the ωB97M-V functional and the def2-TZVPD basis, OMol25).

Values from the calculation:
highest occupied orbital energy = -9.8 eV
E_LUMO = -2.169 eV
net charge = +1
E = -155854.3313 eV
spin multiplicity = 1
molecular weight = 1000.6 g/mol
energy above the lowest of the compared OMol25 structures with the same formula, charge and spin = 298.5 kJ/mol
max |F| = 1.9 eV/A
HOMO-LUMO gap = 7.65 eV

Last column: Mulliken charge in e.
Cartesian coordinates (Å):
Ga (-0.170, -0.268, 0.125)  3.34
C (-3.680, 5.712, -1.808)  -0.75
C (-4.322, 4.486, -1.806)  -0.64
C (-3.746, 3.394, -1.178)  -0.91
C (-2.520, 3.519, -0.535)  0.68
C (-1.860, 4.746, -0.575)  -0.34
C (-2.444, 5.835, -1.195)  -0.79
P (-1.699, 2.081, 0.275)  0.80
C (-3.060, 1.173, 1.115)  1.73
C (-3.190, 1.095, 2.567)  -0.74
C (-4.025, 0.244, 3.167)  -1.93
C (-4.809, -0.802, 2.441)  0.21
C (-4.499, -0.801, 0.932)  -0.96
C (-3.811, 0.366, 0.342)  -1.60
C (-0.872, 2.932, 1.679)  -0.17
C (-1.599, 3.927, 2.332)  0.11
C (-1.034, 4.660, 3.360)  -1.01
C (0.275, 4.402, 3.737)  -1.09
C (0.992, 3.407, 3.094)  -0.90
C (0.445, 2.648, 2.065)  0.83
Si (1.385, 1.210, 1.218)  -0.54
C (2.767, 0.267, 2.167)  0.92
C (3.583, 0.824, 3.141)  -0.84
C (4.668, 0.138, 3.661)  -1.12
C (4.931, -1.156, 3.247)  -0.95
C (4.096, -1.761, 2.324)  -0.51
C (3.045, -1.046, 1.761)  0.51
P (1.881, -1.866, 0.618)  1.59
C (2.719, -3.151, -0.358)  0.14
C (1.825, -3.972, -1.053)  -0.78
C (2.293, -4.964, -1.891)  -0.75
C (3.658, -5.127, -2.074)  -0.76
C (4.545, -4.276, -1.437)  -0.95
C (4.084, -3.281, -0.589)  -0.72
C (0.954, -2.784, 1.907)  0.67
C (0.797, -4.165, 1.947)  -0.83
C (0.034, -4.749, 2.943)  -0.85
C (-0.565, -3.970, 3.919)  -0.64
C (-0.403, -2.594, 3.893)  -0.67
C (0.339, -2.002, 2.887)  -0.08
C (2.529, 1.863, -0.190)  0.24
C (3.633, 2.656, 0.110)  -0.58
C (4.537, 3.038, -0.864)  -0.89
C (4.360, 2.630, -2.178)  -1.07
C (3.263, 1.858, -2.505)  -0.17
C (2.362, 1.464, -1.517)  0.22
P (0.857, 0.590, -2.044)  0.58
C (1.349, -0.844, -3.042)  0.86
C (2.662, -1.266, -3.225)  -0.71
C (2.914, -2.418, -3.950)  -0.67
C (1.868, -3.162, -4.470)  -0.79
C (0.557, -2.761, -4.263)  -0.92
C (0.295, -1.609, -3.545)  -0.53
C (0.249, 1.862, -3.204)  0.88
C (0.099, 3.132, -2.651)  -0.07
C (-0.315, 4.189, -3.438)  -0.72
C (-0.594, 3.979, -4.779)  -0.86
C (-0.456, 2.716, -5.328)  -0.65
C (-0.034, 1.651, -4.548)  -0.71
H (-4.136, 6.567, -2.284)  0.43
H (-5.276, 4.372, -2.298)  0.47
H (-4.272, 2.451, -1.176)  0.28
H (-0.895, 4.855, -0.100)  0.44
H (-1.924, 6.781, -1.202)  0.48
H (-2.623, 1.801, 3.157)  0.34
H (-4.158, 0.277, 4.239)  0.40
H (-5.866, -0.768, 2.721)  0.65
H (-5.322, -1.180, 0.327)  0.74
H (-3.736, 0.388, -0.741)  0.30
H (-2.614, 4.133, 2.018)  0.63
H (-1.607, 5.429, 3.856)  0.46
H (0.736, 4.976, 4.528)  0.46
H (2.011, 3.232, 3.395)  0.34
H (3.384, 1.819, 3.506)  0.31
H (5.303, 0.614, 4.393)  0.47
H (5.774, -1.697, 3.652)  0.46
H (4.254, -2.795, 2.047)  0.69
H (0.758, -3.808, -0.935)  0.51
H (1.595, -5.606, -2.407)  0.48
H (4.026, -5.906, -2.725)  0.42
H (5.608, -4.388, -1.601)  0.43
H (4.788, -2.608, -0.119)  0.60
H (1.283, -4.794, 1.214)  0.45
H (-0.082, -5.824, 2.962)  0.46
H (-1.140, -4.431, 4.707)  0.42
H (-0.846, -1.979, 4.662)  0.45
H (0.461, -0.921, 2.882)  -0.18
H (3.782, 2.978, 1.129)  0.44
H (5.379, 3.661, -0.603)  0.43
H (5.066, 2.919, -2.942)  0.46
H (3.086, 1.563, -3.531)  0.61
H (3.479, -0.700, -2.803)  0.36
H (3.933, -2.739, -4.102)  0.49
H (2.075, -4.063, -5.027)  0.44
H (-0.258, -3.351, -4.655)  0.46
H (-0.727, -1.289, -3.367)  0.58
H (0.333, 3.280, -1.602)  0.14
H (-0.419, 5.173, -3.009)  0.54
H (-0.913, 4.806, -5.395)  0.42
H (-0.674, 2.559, -6.374)  0.45
H (0.088, 0.670, -4.984)  0.43
O (-2.137, -1.432, 1.219)  -0.06
B (-1.559, -1.785, 0.013)  1.06
O (-2.286, -2.767, -0.609)  -0.34
C (-3.365, -3.032, 0.200)  0.17
C (-4.197, -4.072, 0.217)  -1.10
C (-5.153, -4.141, 1.313)  -0.55
C (-5.132, -3.338, 2.380)  -1.55
C (-4.161, -2.208, 2.552)  -0.03
C (-3.450, -1.951, 1.219)  0.78
H (-4.174, -4.866, -0.512)  0.56
H (-5.887, -4.929, 1.246)  0.42
H (-5.835, -3.480, 3.189)  0.47
H (-3.518, -2.355, 3.424)  0.44

No. 2
# C60H47CaI4N8O4PS3

A structure of composition C60H47CaI4N8O4PS3 at a distorted geometry (the ωB97M-V functional and the def2-TZVPD basis, OMol25).

Values from the calculation:
highest occupied orbital energy = -2.5 eV
E_LUMO = 2.837 eV
net charge = -2
E = -175739.4676 eV
spin multiplicity = 1
molecular weight = 1619.0 g/mol
energy above the lowest of the compared OMol25 structures with the same formula, charge and spin = 72.0 kJ/mol
max |F| = 2.0 eV/A
HOMO-LUMO gap = 5.35 eV

Last column: Mulliken charge in e.
Cartesian coordinates (Å):
Ca (-0.087, -0.676, 1.159)  3.05
I (5.040, -7.571, -3.779)  0.01
C (3.923, -6.208, -2.609)  -0.02
C (2.940, -6.700, -1.769)  -0.70
C (2.203, -5.800, -1.013)  0.11
C (2.448, -4.431, -1.085)  -0.74
C (3.449, -3.967, -1.934)  -0.20
C (4.186, -4.854, -2.707)  -0.64
C (1.626, -3.484, -0.280)  0.96
C (0.298, -3.284, -0.709)  0.38
C (-0.295, -3.921, -1.870)  -1.48
C (-1.602, -3.565, -1.882)  -1.47
C (-1.807, -2.705, -0.735)  0.46
C (-3.054, -2.210, -0.332)  0.76
C (-4.249, -2.683, -1.088)  -0.52
C (-4.857, -3.882, -0.722)  0.16
C (-5.999, -4.336, -1.367)  -0.69
C (-6.523, -3.577, -2.400)  -0.06
I (-8.275, -4.247, -3.375)  0.01
C (-5.928, -2.395, -2.802)  -0.47
C (-4.790, -1.952, -2.139)  0.04
C (-3.297, -1.399, 0.786)  -0.19
N (-2.350, -0.878, 1.604)  0.07
C (-2.987, -0.171, 2.564)  -0.47
C (-2.356, 0.544, 3.606)  1.87
C (-3.208, 1.417, 4.445)  -0.06
C (-3.184, 1.309, 5.839)  -0.48
C (-4.025, 2.069, 6.636)  -0.69
C (-4.895, 2.961, 6.034)  -0.12
I (-6.222, 4.081, 7.240)  0.01
C (-4.923, 3.121, 4.660)  -0.77
C (-4.074, 2.354, 3.877)  -0.16
C (-0.982, 0.490, 3.909)  0.32
C (-0.308, 1.427, 4.787)  -1.40
C (1.001, 1.078, 4.792)  -1.36
C (1.128, -0.075, 3.921)  0.51
N (-0.085, -0.393, 3.406)  -0.79
C (2.341, -0.736, 3.643)  1.32
C (2.529, -1.707, 2.638)  0.12
C (3.753, -2.466, 2.433)  -1.35
C (3.565, -3.213, 1.324)  -1.46
C (2.220, -2.926, 0.857)  0.28
N (1.619, -2.054, 1.701)  -0.32
C (3.537, -0.306, 4.413)  -0.26
C (3.542, -0.329, 5.809)  -0.48
C (4.657, 0.072, 6.530)  -0.76
C (5.775, 0.509, 5.841)  -0.23
I (7.462, 1.150, 6.944)  -0.01
C (5.803, 0.551, 4.459)  -0.92
C (4.682, 0.145, 3.748)  -0.03
C (-4.424, -0.272, 2.371)  -1.41
C (-4.614, -1.027, 1.261)  -1.71
N (-0.636, -2.535, -0.073)  0.03
H (2.747, -7.762, -1.703)  0.36
H (1.422, -6.160, -0.354)  0.48
H (3.635, -2.901, -1.991)  0.76
H (4.950, -4.488, -3.379)  0.38
H (0.222, -4.534, -2.591)  0.53
H (-2.358, -3.845, -2.598)  0.46
H (-4.434, -4.460, 0.090)  0.51
H (-6.470, -5.260, -1.062)  0.38
H (-6.342, -1.819, -3.618)  0.42
H (-4.318, -1.023, -2.440)  0.51
H (-2.508, 0.598, 6.297)  0.51
H (-4.008, 1.958, 7.712)  0.37
H (-5.595, 3.833, 4.202)  0.40
H (-4.074, 2.489, 2.804)  0.43
H (-0.762, 2.266, 5.289)  0.59
H (1.803, 1.582, 5.306)  0.62
H (4.625, -2.437, 3.066)  0.55
H (4.266, -3.893, 0.865)  0.46
H (2.655, -0.668, 6.330)  0.50
H (4.657, 0.036, 7.611)  0.38
H (6.679, 0.894, 3.926)  0.45
H (4.662, 0.197, 2.666)  0.81
H (-5.181, 0.127, 3.026)  0.55
H (-5.552, -1.320, 0.817)  0.48
N (4.737, 6.540, 0.360)  -0.62
C (4.306, 5.204, 0.284)  1.22
C (4.059, 4.465, 1.439)  -1.01
C (3.663, 3.140, 1.348)  -0.35
C (3.524, 2.548, 0.106)  -0.67
C (3.791, 3.263, -1.048)  -0.45
C (4.174, 4.587, -0.961)  -0.77
S (2.843, 0.896, 0.011)  1.66
O (3.796, 0.052, 0.705)  -0.90
O (2.647, 0.556, -1.377)  -0.70
N (1.461, 0.878, 0.849)  0.30
C (0.524, 1.807, 0.506)  0.00
N (-0.733, 1.549, 0.921)  0.40
C (-1.668, 2.428, 0.587)  -0.10
C (-1.399, 3.590, -0.100)  -1.24
C (-0.069, 3.786, -0.451)  -0.57
N (0.879, 2.921, -0.153)  -0.07
H (4.451, 7.014, 1.202)  0.21
H (4.522, 7.077, -0.464)  0.22
H (4.142, 4.945, 2.408)  0.28
H (3.421, 2.575, 2.241)  0.48
H (3.635, 2.783, -2.006)  0.36
H (4.325, 5.173, -1.861)  0.26
H (-2.676, 2.177, 0.907)  0.31
H (-2.171, 4.285, -0.394)  0.42
H (0.248, 4.659, -1.004)  0.40
C (1.959, 1.274, -4.960)  -1.31
C (0.753, 0.652, -5.653)  0.39
C (0.563, -0.794, -5.206)  -1.03
O (-0.458, 1.397, -5.501)  -0.33
P (-0.952, 2.198, -4.153)  0.02
S (-0.027, 3.940, -4.070)  -0.62
S (-1.104, 0.920, -2.643)  0.14
O (-2.435, 2.611, -4.684)  -0.43
C (-3.423, 1.880, -5.405)  0.49
C (-3.404, 0.371, -5.184)  -0.64
C (-3.287, 2.218, -6.887)  -1.34
H (2.860, 0.734, -5.261)  0.58
H (1.860, 1.201, -3.875)  0.13
H (2.060, 2.324, -5.231)  0.31
H (0.923, 0.666, -6.737)  0.13
H (0.404, -0.827, -4.128)  -0.04
H (1.456, -1.374, -5.451)  0.53
H (-0.300, -1.238, -5.705)  0.30
H (-4.374, 2.280, -5.035)  0.39
H (-2.521, -0.058, -5.655)  0.05
H (-4.300, -0.079, -5.620)  0.55
H (-3.359, 0.149, -4.120)  -0.20
H (-2.315, 1.870, -7.239)  0.20
H (-3.343, 3.298, -7.028)  0.31
H (-4.082, 1.738, -7.463)  0.43